Record 1
Molecular formula: C74H206N10O32
Method: DFT, the ωB97M-V functional and the def2-TZVPD basis

gap between HOMO and LUMO = 0.33259 hartree
E_HOMO = -8.8 eV
energy = -5897.9168 a.u.

```
! wB97M-V def2-TZVPD RIJCOSX def2/J DEFGRID3
* xyz 0 1
C 3.135 -2.702 1.246
H -0.719 5.443 1.497
C -0.275 2.934 2.894
H 8.548 1.700 -3.011
H 2.515 -3.417 0.681
H -6.829 -6.988 -0.425
H -6.515 1.271 3.093
H -5.470 -0.009 -3.561
O 1.823 -4.040 -4.591
H 2.076 -4.776 4.676
C -0.406 -0.826 0.852
H 3.285 -4.264 6.604
C -4.179 2.125 -7.028
C 6.927 6.600 -1.699
H -3.828 -5.775 -6.133
H 7.535 5.236 -4.118
H -5.404 -4.822 3.436
O 4.803 6.723 -2.529
O -7.581 1.084 -0.833
O -4.053 2.868 -5.807
H 3.796 2.880 2.386
H -2.420 -6.864 -3.400
H -3.547 1.012 -5.100
H 3.027 -1.072 -1.380
H -7.611 -4.460 2.116
H -0.252 -1.275 -1.254
H -1.786 8.117 -4.681
C 2.767 -5.476 4.230
C -7.049 1.595 0.391
H 3.241 -1.707 0.714
H -1.107 -1.451 4.735
C 3.850 -5.193 6.369
O -0.888 -4.674 -2.302
H 6.490 -2.842 2.875
C -4.599 -3.044 -2.151
H 5.029 -3.475 -0.431
H 8.682 -0.718 -0.333
N 7.789 1.017 -3.150
H -1.460 -7.421 1.485
N -1.573 -1.724 0.990
O -1.789 4.830 -5.577
C -5.098 1.895 -3.854
C 4.123 -5.249 4.900
C -3.466 -6.741 -3.671
H 5.377 3.062 -0.092
C -2.114 -1.192 4.938
H 1.766 3.623 -5.606
O 2.835 2.403 6.894
H 7.358 1.936 -0.406
H -2.943 2.420 -4.103
H 4.552 6.659 0.441
H -4.490 3.509 -2.557
H -7.048 5.147 2.474
H 6.447 -4.635 1.190
C -0.540 -6.986 1.107
H 5.558 -3.746 4.694
O 4.407 -3.227 1.486
H 7.031 1.469 -3.481
H 0.684 1.410 7.700
H 0.656 5.148 -3.451
H -4.002 -0.452 -1.886
H 1.683 -0.208 6.387
C -5.551 -4.060 2.681
H 3.041 1.130 3.731
H -2.992 6.803 -4.140
O 5.657 1.782 -1.641
O -2.139 -0.005 5.783
C 4.081 5.754 0.856
H -6.009 0.573 4.677
H -3.100 -3.543 4.120
H 2.016 -0.755 -3.228
C 3.852 -0.361 -4.233
H -0.327 -7.226 0.065
H 1.418 -3.242 6.237
H -2.411 -2.866 -1.823
H -1.811 -5.277 3.035
H -5.208 -2.351 4.035
H -5.496 6.007 2.603
C 0.172 4.390 3.180
H 3.495 -7.245 2.754
C 2.271 4.004 -3.556
H 4.137 6.653 -3.204
H -0.973 0.801 -4.604
H -2.702 -0.946 4.000
C -2.628 4.603 -0.503
H 6.583 7.513 -1.178
H -5.296 -8.857 -2.978
H 5.678 0.495 2.278
H 2.605 0.928 -7.682
C -1.969 7.057 -4.404
O -1.088 6.769 -3.361
H 2.952 -0.938 8.450
H -0.007 1.001 -6.958
O -5.423 -0.196 0.335
O 0.266 2.947 -4.332
H -3.040 -2.027 -3.254
H 0.575 2.291 3.184
H -3.890 -4.674 1.781
H 2.431 -6.464 4.511
C -0.743 5.437 2.603
C 6.522 5.143 -3.684
H 4.215 1.829 -0.095
H -0.049 -2.104 6.545
C -3.010 6.882 -0.056
H 3.210 -6.428 1.251
H 3.703 2.311 6.448
H 1.573 3.418 5.540
C -6.116 1.503 4.114
H -3.502 -4.049 -5.533
C 0.933 -2.242 6.109
H 4.069 3.104 -1.384
H -7.592 1.312 1.325
H -4.954 1.329 -6.986
O 2.750 -5.411 2.834
C -0.788 -0.286 -4.663
H -0.678 -4.029 2.851
N -5.114 0.737 -2.978
O 1.547 -0.432 -0.580
O -3.380 -1.060 -1.403
H -5.886 1.799 -4.623
H -6.860 -2.987 3.932
H -1.774 5.235 2.856
H 4.895 -5.938 4.569
H -7.077 2.737 0.352
H 7.986 6.742 -1.908
H -1.186 2.637 3.435
H 3.344 4.178 -3.697
H 0.501 -1.785 2.592
H -0.808 0.154 0.594
H 3.765 5.887 1.908
H 3.148 -0.727 -8.002
H 1.152 -4.037 -1.932
N 7.672 -3.638 -0.254
H -4.103 4.349 4.063
C -1.846 3.668 -1.382
H 0.990 6.923 -0.300
N -0.922 -2.273 -6.046
H 8.095 -3.305 2.422
C 2.022 -1.415 8.194
H -4.835 2.471 6.373
H 2.118 2.189 -4.687
H -2.725 4.586 -5.469
H 4.084 0.409 1.727
H -0.539 6.386 -5.854
H 1.680 6.793 1.387
O -0.693 2.129 6.343
H 4.206 0.253 5.305
H -3.181 1.691 -7.261
H -2.352 7.715 0.030
H 1.500 -0.581 1.815
N 4.580 -3.875 4.472
H -2.537 2.084 -0.119
H 1.430 4.086 -0.253
H -5.993 5.274 1.073
H 1.808 -4.180 -5.563
N -0.374 3.922 -1.275
N -4.559 -8.517 -2.399
H 4.808 -5.077 6.845
C -0.840 -0.758 -6.163
H -3.129 -5.638 -1.523
C 1.627 3.166 -4.600
H 9.093 -1.052 -2.038
C 1.909 6.737 0.315
H 0.046 -2.643 -5.897
H -0.415 6.419 2.970
C 8.744 -0.276 -1.365
H -0.337 3.476 -4.874
C -6.599 -4.562 1.722
H 0.619 -5.160 1.121
H 0.620 0.665 -2.091
O 2.293 4.196 0.212
H -4.759 -8.783 -1.437
C -5.978 -2.771 3.375
C 1.741 2.449 6.068
H -1.775 -0.352 -6.493
H 9.410 0.520 -1.234
C -5.348 3.179 -3.098
N -4.277 2.103 5.617
H 2.058 1.351 -1.441
C 4.661 0.294 2.642
H 0.242 -7.331 1.738
H -6.449 -2.629 -2.753
H -6.264 3.093 -2.507
H -2.269 6.624 -6.456
C -3.763 2.012 -4.715
H -4.650 -0.346 -0.228
O 1.645 5.285 -3.455
H -4.918 -3.273 -1.150
H 4.627 -3.817 3.444
C -4.867 2.291 4.234
C 6.127 6.417 -2.939
O -2.694 -3.545 4.957
C 0.521 2.276 7.054
H -6.673 -3.810 0.873
H -1.187 -2.659 -6.975
H 5.413 2.950 3.123
H 6.253 7.317 -3.569
H -2.954 0.491 5.752
H 5.491 -1.927 0.312
H 1.171 -0.912 8.663
H 3.343 -0.365 -5.228
H -0.172 4.929 -1.217
H -1.559 -0.881 -4.167
H -7.531 -5.336 -0.314
H 2.852 -2.213 -3.706
H 3.391 -6.134 6.661
O 1.356 -0.569 -7.040
H -5.349 -6.527 -2.619
C 0.407 -1.287 -0.322
C 0.309 -3.996 -2.714
H 6.235 0.547 -0.181
C 6.761 1.174 -0.927
H 4.019 3.389 4.132
H -0.057 3.705 -2.226
H -4.511 2.824 -7.775
H -4.452 -3.974 -2.728
C 1.179 0.811 -1.129
H 7.322 -1.812 1.825
C -1.619 6.284 -5.637
H -1.440 -3.850 0.696
H -6.943 2.115 4.546
H -2.085 -1.450 1.833
H -3.722 -7.440 -4.467
O -6.264 -5.836 1.248
H 2.690 -2.645 2.256
C 4.391 2.746 3.303
C 1.907 -1.222 6.663
H 0.668 -2.323 -0.052
H -3.376 2.626 5.758
C 0.717 -4.713 -3.962
C 0.450 -0.775 2.113
H 4.812 -0.927 -4.296
O 4.702 0.978 4.914
H -5.900 0.884 -2.425
C 7.198 -2.863 2.048
H -1.490 1.512 -1.511
C 6.641 -3.637 0.857
H 7.575 -4.535 -0.695
C 2.285 -0.103 -7.997
H -2.474 -2.445 6.681
C 3.011 -1.229 -3.279
O -5.310 3.919 2.451
C 5.393 -2.955 0.471
H 2.460 7.592 -0.002
C -5.993 5.121 2.139
H 1.793 4.204 2.007
H -0.049 -5.543 3.444
H -4.886 1.722 -0.276
N -4.236 -3.805 2.185
O 1.540 4.578 2.860
H -1.046 1.230 6.282
H 2.062 -2.501 8.412
H 3.198 5.619 -1.138
H -2.318 4.510 0.547
H 0.770 -2.155 5.022
C 3.587 -6.322 2.237
O -1.328 -4.776 0.408
H 6.456 4.317 -2.988
C 0.047 -0.062 -7.180
H -0.072 -4.728 -4.688
O -3.797 -5.441 -4.055
C 4.145 1.292 3.695
H 4.494 0.936 -3.007
H 4.756 4.887 0.857
C 4.811 2.466 -0.793
H -4.137 -3.057 1.493
C 2.885 5.596 -0.062
O 3.693 -1.356 -2.074
C -3.294 -5.147 -5.338
C -5.006 3.755 3.873
H -4.067 1.876 3.549
H -6.279 -2.021 2.651
H 6.817 5.764 -0.988
H -3.673 4.322 -0.564
H -3.907 -2.117 5.753
H 5.867 4.896 -4.554
H 8.565 -3.610 0.247
H -4.364 -6.167 -0.442
C 7.452 0.280 -1.911
C -4.409 -7.075 -2.508
O -5.592 -2.275 -2.814
H -0.357 -0.144 -8.194
H 4.637 -5.993 2.228
O 3.946 0.934 -3.831
H 0.064 -2.922 -2.904
H 3.388 -2.262 5.636
H 1.029 -5.715 -3.736
H -1.574 6.316 -2.638
O 3.157 -1.356 5.952
H 2.351 3.486 -2.617
H 0.194 -0.284 -4.236
C -0.433 -5.464 1.288
H -3.148 1.986 -1.803
H -2.216 -5.296 -5.449
H 6.718 -0.518 -2.085
H -8.079 -6.620 0.720
C -7.218 -6.196 0.240
H -7.128 0.211 -0.818
C -2.233 2.232 -1.192
H -5.537 3.936 -3.795
C -0.762 -5.083 2.764
H -3.162 6.438 0.933
H -5.106 1.490 1.497
H -2.238 -1.700 0.183
C -2.847 -2.359 5.658
H 0.222 4.591 4.256
C -3.247 -2.288 -2.178
O -2.357 5.930 -0.848
H -4.014 7.134 -0.471
H -0.976 -4.623 -1.346
H -5.783 4.277 4.437
H -0.527 2.822 1.834
H 1.818 -0.138 -8.993
C -5.543 1.215 0.557
H 0.584 1.475 -0.474
H -2.182 3.990 -2.360
H -3.044 -7.315 -0.850
H 4.529 -0.734 3.030
C -3.699 -6.526 -1.227
H 0.199 -0.029 2.871
H 0.447 3.148 7.684
H 1.605 1.630 5.348
*
```

Record 2
Molecular formula: C11H26NO5P
Method: DFT, the ωB97M-V functional and the def2-TZVPD basis

gap between HOMO and LUMO = 0.37528 hartree
structure (SMILES) = COCCCCCCCCCO[P@](=O)(O)OCN
E_HOMO = -9.5 eV
energy = -1207.1100 a.u.
ΔE to the lowest compared entry with this formula, charge and spin = 0.00 kcal/mol

```
! wB97M-V def2-TZVPD RIJCOSX def2/J DEFGRID3
* xyz 0 1
C 0.747 -0.949 1.927
N -4.439 1.126 0.142
H 1.438 2.882 1.300
H 3.371 0.443 -2.412
H 2.243 2.633 -2.471
H 1.155 4.551 0.854
C 3.223 0.529 -1.340
H 4.006 -1.518 -1.408
C -0.230 -2.024 1.472
H -0.159 -2.943 2.046
O -2.679 -2.957 -0.625
H -1.652 -0.757 2.409
C 1.651 2.502 -1.574
H 0.327 0.024 1.698
H 2.784 -1.706 2.077
C 1.152 3.538 0.479
H 2.628 -0.100 1.489
H -2.480 -1.604 -2.582
O -2.001 -0.753 0.417
H -0.131 -2.283 0.428
H 1.146 0.468 -1.779
H 1.441 -1.487 -0.610
H 4.269 -0.684 0.083
H -6.031 -0.028 -0.617
C 2.182 -1.088 1.425
H 1.432 0.932 -0.134
H 0.777 -1.003 3.012
C 1.807 1.048 -1.142
H 2.608 -2.606 0.000
C -1.660 -1.498 1.623
P -2.916 -1.523 -0.589
H -4.724 0.259 -1.735
O -4.445 -1.217 -0.274
O -2.573 -0.852 -1.970
H -5.125 1.874 0.129
H -2.364 -2.287 1.840
O 2.057 3.421 -0.594
C -4.951 0.046 -0.698
H 0.603 2.642 -1.842
H -4.448 0.796 1.104
H 0.139 3.276 0.182
H 3.933 1.274 -1.003
C 3.538 -0.844 -0.700
C 2.352 -1.553 -0.035
*
```

Record 3
Molecular formula: C6H14N2O
Method: DFT, the ωB97M-V functional and the def2-TZVPD basis

gap between HOMO and LUMO = 0.29294 hartree
E_HOMO = -7.4 eV
energy = -421.6333 a.u.
ΔE to the lowest compared entry with this formula, charge and spin = 104.77 kcal/mol

```
! wB97M-V def2-TZVPD RIJCOSX def2/J DEFGRID3
* xyz 0 1
H 2.382 -0.104 0.929
H -1.721 -0.495 0.235
H -0.813 -2.059 1.850
N -0.493 2.630 -1.191
H -1.982 1.755 -2.939
H 1.505 -1.839 -0.978
H 0.736 -0.621 -1.988
C 1.619 0.516 0.446
H 2.058 0.951 -0.454
N -1.807 1.071 -2.207
O 0.567 -0.916 2.917
C -0.872 0.156 0.419
H -0.967 0.866 1.234
C 0.604 -1.230 -1.090
H -0.257 -1.884 -1.242
H 0.100 2.812 -0.384
H -0.166 -0.383 3.252
C 0.420 -0.335 0.111
H 0.908 -2.320 1.488
H 1.375 1.323 1.137
C 0.161 -1.574 1.752
H -2.308 0.199 -2.154
C -1.049 1.481 -1.144
*
```